[1]
Computed, not measured: a molecular structure, C13H25BBrF3O8PTl in a non-equilibrium geometry, with the ωB97M-V functional and the def2-TZVPD basis.

The calculation puts the largest force on an atom at 7.69 eV/Å. Its LUMO energy is -10.68 eV. The HOMO energy comes out at -15.595 eV. As for the gap between HOMO and LUMO: 4.91 eV.

```
! wB97M-V def2-TZVPD RIJCOSX def2/J DEFGRID3
* xyz 2 1
Tl -1.0534 -2.1287 2.7082
Br -1.3520 4.6553 -0.1531
P -0.0104 3.0161 -0.8657
F 1.0484 -4.7031 -0.1903
F -0.4291 -4.5855 1.3974
F -1.0354 -5.1689 -0.6250
O -1.0829 1.3149 0.8499
O 1.9641 -0.1858 0.3508
O -0.3154 -2.7013 -1.6716
O 2.7240 -2.0787 -1.5670
O -0.1521 0.0560 -0.8434
O 1.2996 3.1452 0.1458
O -2.1926 3.1309 -3.2980
O -2.8611 1.5157 3.9054
C 2.8153 -0.7203 -1.9882
C -2.2135 1.3679 -1.5404
C 0.5882 -0.4486 0.2420
C 2.5855 0.3251 -0.8382
C -0.2833 0.2691 1.4239
C -1.6218 0.9202 4.3308
C 0.5081 0.7732 2.6999
C -0.2233 -4.3469 0.0554
C -1.8479 1.7640 -3.0370
C 0.4956 -2.0039 0.6016
C -0.3800 1.6361 3.6920
C 1.9212 -0.4616 -3.2722
C -0.5010 -2.8371 -0.2941
B -0.9086 1.2600 -0.5701
H -1.4126 3.6966 -3.2349
H 3.8669 -0.5726 -2.3508
H 2.0899 1.2158 -1.2858
H -1.6928 -0.1704 4.1350
H -2.7223 0.3718 -1.6025
H -1.5815 1.0982 5.4310
H 2.3014 -2.5716 -2.2799
H -1.1390 -0.3747 1.9022
H 2.4423 -0.8150 -4.1917
H -3.2558 0.9862 3.2020
H 1.5215 -2.4464 0.5760
H -0.7655 2.4954 3.0955
H -2.9700 2.1118 -1.1886
H -1.5549 -2.6314 0.0321
H 0.1615 -2.1585 1.6861
H 0.3025 2.0117 4.4909
H 0.9170 -0.9291 -3.1755
H 0.9049 -0.1429 3.2070
H 1.3940 4.0622 0.4720
H 3.5987 0.6729 -0.5212
H -2.4414 1.1615 -3.7667
H 1.3436 1.4014 2.3170
H 0.2118 -3.4281 -2.0324
H 1.7666 0.6461 -3.3171
H -0.7729 1.5297 -3.2487
*
```

---

[2]
Computed, not measured: a molecular structure, C27H27BF4IN5OSTi, with the ωB97M-V functional and the def2-TZVPD basis.

The calculation puts the largest force on an atom at 0.71 eV/Å. Its LUMO energy (spin up / spin down) is 4.10 / 4.10 eV. The HOMO energy (spin up / spin down) comes out at -0.053 / -2.924 eV. Its expectation value of S² is 2.032. As for the gap between HOMO and LUMO (spin up / spin down): 4.15 / 7.02 eV.

```
! wB97M-V def2-TZVPD RIJCOSX def2/J DEFGRID3
* xyz -2 3
I -2.3742 -3.5797 -1.1025
Ti -0.6094 -0.5162 0.1356
S 0.3360 -0.5438 2.6838
F -3.1211 2.4194 1.8651
F -1.3074 3.7191 1.2946
F -2.7667 2.9925 -0.3252
F -1.3371 1.4892 0.7210
O 1.2182 -0.2705 -0.1090
N -3.9460 0.1655 -0.0688
N -2.5237 -1.1139 1.2753
N 2.8603 -0.2921 1.5674
N 2.6888 0.1178 3.7812
N -4.4891 1.5622 -9.0979
C -2.3762 0.4500 -4.2556
C -2.3922 -1.9777 2.2954
C -1.8324 0.1584 -2.9781
C -4.0361 1.3248 -8.0661
C 2.4667 -0.4575 0.2802
C 2.0532 -0.2345 2.5970
C -2.1768 1.4435 -6.4564
C 3.0411 -0.9224 -2.0771
C 5.3217 -1.3936 -2.7337
C 5.7178 -1.2437 -1.4020
C -4.2157 0.3179 -5.8278
C 4.8045 -0.9406 -0.4145
C -1.3842 -0.0876 -1.8679
C -3.4712 1.0266 -6.7726
C -4.5495 -1.4521 3.1269
C 1.3828 1.7850 5.1198
C 4.4673 1.7705 3.1768
C -3.6753 0.0331 -4.5911
C 4.1095 0.3985 3.7426
C -1.6393 1.1600 -5.2179
C -3.3626 -2.1820 3.2440
C 1.9736 0.3804 5.0173
C 3.9703 -1.2274 -3.0497
C -0.5236 -2.6786 -0.3783
C -3.7056 -0.5034 1.0930
C 3.4303 -0.7692 -0.7209
C -4.7342 -0.6264 2.0508
B -2.1457 2.6934 0.8927
H 6.7634 -1.3671 -1.1364
H -4.4306 1.0438 0.0384
H -5.3328 -1.5565 3.8692
H 4.0706 1.8614 2.1660
H -4.2434 -0.5201 -3.8556
H 4.4822 0.3079 4.7671
H 3.6408 -1.3395 -4.0772
H 2.1630 2.5486 5.0916
H -0.2328 -3.3749 0.4128
H 0.8266 1.8982 6.0548
H 1.9971 -0.7942 -2.3329
H 0.1548 -2.8397 -1.2189
H 4.5958 -0.3683 3.1377
H 6.0455 -1.6345 -3.5031
H -3.1757 0.2461 -0.7230
H -1.6006 1.9938 -7.1892
H -5.6565 -0.0830 1.8978
H -1.4406 -2.4865 2.3480
H -5.2183 -0.0071 -6.0748
H 0.6953 1.9546 4.2916
H 5.1180 -0.8255 0.6143
H 2.6787 0.2119 5.8385
H -3.1890 -2.8687 4.0597
H 1.1721 -0.3483 5.1170
H -0.6396 1.4862 -4.9658
H 4.0555 2.5739 3.7893
H 5.5537 1.8922 3.1356
*
```

---

[3]
Computed, not measured: 4 unconnected molecules or ions with the total composition C21H28F5N8O2S in a non-equilibrium geometry, with the ωB97M-V functional and the def2-TZVPD basis.

The calculation puts the largest force on an atom at 10.29 eV/Å. Its LUMO energy is -4.52 eV. The HOMO energy comes out at -11.744 eV. As for the gap between HOMO and LUMO: 7.23 eV.

```
! wB97M-V def2-TZVPD RIJCOSX def2/J DEFGRID3
* xyz 1 1
S -1.6002 1.2770 -1.8201
F -3.8679 -0.2849 -1.3164
F -4.2259 2.0744 -1.3136
F -3.4020 2.2023 -4.3331
F -5.4630 1.2611 -3.5230
F -3.5989 -0.2511 -4.2225
O -1.1087 0.1951 -0.7818
O -0.8533 1.1233 -3.2023
N 2.7486 6.4786 3.9480
N -1.4566 2.8739 -1.1254
N -0.5150 4.6317 0.2171
N -0.6878 -6.2876 -2.4186
N -0.1619 7.6685 3.9096
N 4.1524 -11.5146 -1.0551
N 0.7972 2.4281 0.1566
N 0.6092 4.7509 1.0197
C 3.0436 -11.2074 -1.5711
C 2.2274 -8.3524 -1.9989
C 0.7261 6.0873 1.7185
C 1.7008 7.3178 1.1379
C -1.7965 -5.9804 -2.9346
C 2.2373 5.1928 6.3602
C -2.6128 -3.1253 -3.3624
C 2.5168 5.8956 5.0418
C 2.8672 3.7987 6.3465
C 1.8302 -9.4986 -2.9237
C 1.6115 8.6505 2.1242
C -3.4747 0.9649 -2.0119
C 0.7181 8.7906 3.4762
C -3.1331 -5.6101 -3.5565
C -0.1212 6.4430 3.0627
C -0.4085 3.2156 -0.3067
C 2.3141 2.9088 5.2379
C 1.4535 3.4962 1.0563
C -3.9698 1.0404 -3.5914
C -3.0100 -4.2716 -4.2872
C 1.7071 -10.8371 -2.1931
H 2.5288 3.3182 4.2458
H -1.2770 5.3176 0.0044
H -0.8356 5.5583 3.4336
H 2.6563 5.7862 7.1798
H 2.2751 -7.4124 -2.5578
H -3.4326 -6.3952 -4.2589
H 2.2842 9.5855 1.8275
H 0.8709 -9.2585 -3.3954
H 2.4350 3.4337 1.6966
H 2.3492 7.2388 0.1678
H 1.1543 5.1243 6.5098
H -3.9693 -4.0315 -4.7589
H -2.5651 -2.1853 -3.9212
H 2.7711 1.9153 5.2846
H 3.9541 3.8827 6.2246
H -3.3412 -3.0042 -2.5524
H -2.2672 -4.3529 -5.0902
H -1.6262 -3.2883 -2.9173
H 1.2287 2.7900 5.3348
H 0.7528 9.7869 4.1282
H 3.2140 -8.5154 -1.5538
H -3.8928 -5.5505 -2.7697
H 2.5730 -9.5800 -3.7267
H 2.6878 3.3152 7.3132
H 0.9474 -10.7776 -1.4062
H -2.1755 3.6069 -1.3214
H 1.4076 -11.6222 -2.8954
H 1.4990 -8.2313 -1.1889
*
```